# 1
Computed, not measured: a structure of composition C22H35NO3P2Pb at a distorted geometry, with the ωB97M-V functional and the def2-TZVPD basis.

As for the relative energy (zero: lowest compared OMol25 entry of this formula, charge and spin): 61.4 kcal per mole. The net charge is 0. As for the largest force on an atom: 3.505 eV/A. The HOMO energy comes out at -0.2030 hartree. The electronic energy is -2015.13514 hartree. The HOMO-LUMO gap comes out at 5.69 eV.

Structure (XYZ):
```
64
C22H35NO3P2Pb the ωB97M-V functional and the def2-TZVPD basis
Pb -0.013 -0.026 -0.539
H -1.176 -0.594 1.378
H -1.127 0.174 1.557
P -0.117 -2.613 -0.461
P -0.119 2.609 -0.477
C 1.446 3.347 -0.008
H 1.302 4.399 -0.284
H 1.613 3.225 1.077
H 2.266 2.889 -0.587
C -0.416 2.784 -2.244
H -1.373 2.288 -2.507
H -0.464 3.873 -2.361
H 0.423 2.329 -2.803
C -1.468 3.322 0.465
H -1.277 3.252 1.550
H -1.456 4.371 0.143
H -2.422 2.822 0.211
C -0.231 -2.771 -2.254
H -0.306 -3.853 -2.399
H -1.129 -2.245 -2.630
H 0.670 -2.352 -2.734
C 1.376 -3.387 0.139
H 1.462 -3.274 1.235
H 1.236 -4.437 -0.151
H 2.265 -2.949 -0.349
C -1.576 -3.283 0.317
H -2.481 -2.756 -0.044
H -1.560 -4.336 -0.007
H -1.491 -3.183 1.417
C 1.959 -0.102 0.905
O 2.911 0.026 1.517
H 0.979 0.018 -2.100
C 4.019 0.725 5.387
C 3.099 -0.295 4.779
C 3.670 -1.330 4.041
C 2.888 -2.332 3.470
C 1.507 -2.273 3.617
C 0.918 -1.177 4.273
N -0.485 -1.159 4.280
C -1.441 -0.131 4.250
C -2.706 -0.463 4.829
C -3.696 0.511 4.956
C -3.470 1.808 4.489
C -2.245 2.109 3.867
C -1.236 1.158 3.705
C 0.055 1.767 3.121
O 0.507 2.776 3.708
O 0.588 1.263 2.001
C 1.707 -0.228 4.957
C 1.093 0.732 5.920
H 3.800 1.741 5.034
H 3.968 0.730 6.483
H 5.056 0.500 5.115
H 4.749 -1.348 3.932
H 3.353 -3.153 2.939
H 0.868 -3.056 3.204
H -0.892 -2.092 4.268
H -2.885 -1.467 5.223
H -4.646 0.277 5.424
H -4.200 2.606 4.585
H -2.030 3.117 3.525
H 0.394 1.429 5.453
H 0.556 0.201 6.722
H 1.868 1.349 6.383
```

The molecule's Mulliken atomic charges, reported in e, are given here: number 1, Pb, carries 0.654; number 2, H, carries 0.062; number 3, H, carries -0.217; number 4, P, carries 0.562; number 5, P, carries 0.692; number 6, C, carries -1.152; number 7, H, carries 0.490; number 8, H, carries 0.210; number 9, H, carries 0.254; number 10, C, carries -1.186; number 11, H, carries 0.331; number 12, H, carries 0.411; number 13, H, carries 0.341; number 14, C, carries -0.896; number 15, H, carries -0.014; number 16, H, carries 0.489; number 17, H, carries 0.258; number 18, C, carries -1.284; number 19, H, carries 0.420; number 20, H, carries 0.349; number 21, H, carries 0.356; number 22, C, carries -1.007; number 23, H, carries -0.021; number 24, H, carries 0.494; number 25, H, carries 0.321; number 26, C, carries -1.138; number 27, H, carries 0.313; number 28, H, carries 0.429; number 29, H, carries 0.248; number 30, C, carries 0.162; number 31, O, carries -0.223; number 32, H, carries -0.212; number 33, C, carries -1.959; number 34, C, carries 1.388; number 35, C, carries -1.211; number 36, C, carries -0.739; number 37, C, carries -1.073; number 38, C, carries 0.184; number 39, N, carries 0.293; number 40, C, carries 0.414; number 41, C, carries -0.779; number 42, C, carries -0.587; number 43, C, carries -0.943; number 44, C, carries -1.258; number 45, C, carries 1.433; number 46, C, carries -0.480; number 47, O, carries -0.638; number 48, O, carries 0.286; number 49, C, carries 0.945; number 50, C, carries -1.123; number 51, H, carries 0.358; number 52, H, carries 0.408; number 53, H, carries 0.396; number 54, H, carries 0.305; number 55, H, carries 0.391; number 56, H, carries 0.649; number 57, H, carries 0.323; number 58, H, carries 0.413; number 59, H, carries 0.388; number 60, H, carries 0.410; number 61, H, carries 0.438; number 62, H, carries 0.155; number 63, H, carries 0.283; number 64, H, carries 0.436



# 2
Computed, not measured: a cluster of 11 separate species, C22H36Cl6F4N4O20 in total at a distorted geometry, with the ωB97M-V functional and the def2-TZVPD basis.

The net charge is 0. As for the largest force on an atom: 4.707 eV/A. The HOMO energy comes out at -0.3959 hartree. The electronic energy is -5743.87104 hartree. As for the SMILES: O=C1OC[C@@H](F)O1.O=C1OC[C@@H](F)O1.O=C1OC[C@@H](F)O1.O=C1OC[C@@H](F)O1.C[N+](=O)[O-].C[N+](=O)[O-].C[N+](=O)[O-].C[N+](=O)[O-].ClCCCl.ClCCCl.ClCCCl. The HOMO-LUMO gap comes out at 10.42 eV.

Structure (XYZ):
```
92
C22H36Cl6F4N4O20 the ωB97M-V functional and the def2-TZVPD basis
O -1.091 -18.089 14.262
C -1.734 -17.539 15.113
O -1.559 -17.478 16.415
C -2.518 -16.779 17.062
C -3.531 -16.540 15.886
F -4.070 -15.302 15.891
O -2.681 -16.713 14.809
H -3.064 -17.325 17.832
H -2.144 -15.875 17.543
H -4.308 -17.301 15.955
O -1.313 -31.620 19.026
C -0.931 -30.707 19.726
O -1.671 -29.679 20.029
C -0.959 -28.799 20.818
C 0.178 -29.657 21.337
F -0.065 -30.221 22.494
O 0.202 -30.660 20.412
H -0.619 -27.954 20.220
H -1.572 -28.361 21.605
H 1.151 -29.165 21.343
O -5.184 -27.192 25.467
C -4.927 -28.056 26.322
O -5.772 -29.042 26.729
C -5.083 -30.081 27.401
C -4.014 -29.159 27.933
F -2.805 -29.841 28.217
O -3.778 -28.205 26.999
H -5.633 -30.507 28.240
H -4.659 -30.849 26.754
H -4.188 -28.704 28.908
O -4.207 -27.656 10.398
C -5.080 -27.258 11.096
O -5.498 -27.815 12.253
C -6.520 -27.056 12.876
C -6.669 -25.898 11.920
F -6.229 -24.783 12.599
O -5.877 -26.167 10.873
H -7.369 -27.738 12.927
H -6.231 -26.897 13.915
H -7.666 -25.707 11.524
C -13.058 -26.111 16.513
N -13.524 -25.657 15.126
O -14.554 -24.999 15.054
O -12.659 -25.839 14.251
H -11.971 -26.187 16.497
H -13.450 -27.104 16.731
H -13.421 -25.460 17.308
C -11.924 -19.563 12.742
N -10.685 -19.835 13.482
O -10.654 -20.805 14.233
O -9.814 -18.953 13.432
H -12.142 -20.469 12.177
H -11.659 -18.735 12.084
H -12.695 -19.290 13.462
C -6.661 -22.999 19.288
N -7.763 -22.639 20.292
O -7.734 -21.507 20.807
O -8.735 -23.403 20.405
H -6.003 -22.130 19.319
H -6.919 -23.102 18.234
H -6.232 -23.896 19.734
C 0.222 -19.793 23.089
N 0.002 -21.147 22.418
O 0.710 -22.035 22.857
O -1.000 -21.329 21.756
H -0.578 -19.990 23.802
H -0.084 -19.065 22.337
H 1.300 -19.807 23.250
Cl -11.793 -16.304 18.632
C -10.893 -15.046 19.617
C -10.538 -13.855 18.704
Cl -9.332 -12.759 19.407
H -10.012 -15.560 20.002
H -11.576 -14.777 20.423
H -11.410 -13.322 18.327
H -10.186 -14.268 17.758
Cl -14.830 -24.437 26.250
C -13.306 -24.542 25.366
C -12.663 -25.874 25.473
Cl -12.132 -26.153 27.179
H -12.677 -23.696 25.643
H -13.542 -24.248 24.344
H -11.782 -26.084 24.866
H -13.427 -26.599 25.188
Cl -6.603 -22.399 28.985
C -7.195 -20.952 28.088
C -6.142 -20.409 27.150
Cl -5.196 -19.151 28.124
H -7.428 -20.291 28.922
H -8.108 -21.335 27.631
H -6.621 -20.001 26.260
H -5.501 -21.156 26.682
```

The molecule's Mulliken atomic charges, reported in e, are given here: number 1, O, carries -0.535; number 2, C, carries 0.709; number 3, O, carries -0.309; number 4, C, carries -0.363; number 5, C, carries 0.256; number 6, F, carries -0.279; number 7, O, carries -0.294; number 8, H, carries 0.240; number 9, H, carries 0.283; number 10, H, carries 0.292; number 11, O, carries -0.551; number 12, C, carries 0.695; number 13, O, carries -0.318; number 14, C, carries -0.387; number 15, C, carries 0.323; number 16, F, carries -0.270; number 17, O, carries -0.319; number 18, H, carries 0.281; number 19, H, carries 0.277; number 20, H, carries 0.270; number 21, O, carries -0.561; number 22, C, carries 0.708; number 23, O, carries -0.305; number 24, C, carries -0.286; number 25, C, carries 0.228; number 26, F, carries -0.305; number 27, O, carries -0.258; number 28, H, carries 0.261; number 29, H, carries 0.286; number 30, H, carries 0.232; number 31, O, carries -0.476; number 32, C, carries 0.663; number 33, O, carries -0.354; number 34, C, carries -0.356; number 35, C, carries 0.445; number 36, F, carries -0.305; number 37, O, carries -0.325; number 38, H, carries 0.216; number 39, H, carries 0.240; number 40, H, carries 0.252; number 41, C, carries -0.740; number 42, N, carries 0.836; number 43, O, carries -0.493; number 44, O, carries -0.497; number 45, H, carries 0.309; number 46, H, carries 0.287; number 47, H, carries 0.298; number 48, C, carries -0.634; number 49, N, carries 0.792; number 50, O, carries -0.487; number 51, O, carries -0.501; number 52, H, carries 0.271; number 53, H, carries 0.297; number 54, H, carries 0.261; number 55, C, carries -0.651; number 56, N, carries 0.775; number 57, O, carries -0.492; number 58, O, carries -0.483; number 59, H, carries 0.296; number 60, H, carries 0.283; number 61, H, carries 0.272; number 62, C, carries -0.566; number 63, N, carries 0.778; number 64, O, carries -0.500; number 65, O, carries -0.511; number 66, H, carries 0.280; number 67, H, carries 0.235; number 68, H, carries 0.284; number 69, Cl, carries -0.209; number 70, C, carries -0.392; number 71, C, carries -0.457; number 72, Cl, carries -0.190; number 73, H, carries 0.311; number 74, H, carries 0.297; number 75, H, carries 0.338; number 76, H, carries 0.302; number 77, Cl, carries -0.165; number 78, C, carries -0.447; number 79, C, carries -0.399; number 80, Cl, carries -0.192; number 81, H, carries 0.313; number 82, H, carries 0.294; number 83, H, carries 0.308; number 84, H, carries 0.287; number 85, Cl, carries -0.194; number 86, C, carries -0.465; number 87, C, carries -0.313; number 88, Cl, carries -0.204; number 89, H, carries 0.291; number 90, H, carries 0.282; number 91, H, carries 0.277; number 92, H, carries 0.325



Values of E_LUMO, in order: 0.0062, -0.0130, all in Ha.